1.
A molecular structure, C29H31AsBNO2PtS. Source: the OMol25 dataset; level of theory: ωB97M-V with the def2-TZVPD basis set.

The calculation puts the HOMO-LUMO gap (alpha / beta) at 5.034 / 5.041 eV. For the energy relative to the best compared isomer or geometry (same formula, charge and spin), the calculation gives 0.957 eV. Its HOMO energy (alpha / beta) is -0.5290 / -0.5290 hartree. The LUMO energy (alpha / beta) is -9.4 / -9.4 eV. The total energy comes out at -111737.9281 eV. Its strongest force on any atom is 0.510 eV Å⁻¹. Its net charge is +2.

Structure (XYZ):
```
67
Properties=species:S:1:pos:R:3:mulliken_charge:R:1
Pt -0.47 -0.75 0.41 1.31
C -1.06 -0.21 -4.20 -0.43
C -1.71 0.62 -3.30 -0.79
C -1.37 0.61 -1.95 -0.22
C -0.46 -0.38 -1.51 0.66
C 0.29 -1.12 -2.43 0.10
C -0.05 -1.08 -3.76 -0.84
H -1.29 -0.15 -5.25 0.43
H -2.46 1.33 -3.64 0.45
H -1.83 1.31 -1.29 0.40
H 1.10 -1.76 -2.12 0.20
H 0.48 -1.70 -4.48 0.46
O 0.96 -2.92 1.83 -0.44
S 0.91 -2.59 0.40 0.29
C 2.59 -2.55 -0.28 -0.92
C 2.67 -3.75 -1.24 -0.44
C 1.65 -4.79 -0.77 -0.71
C 0.35 -4.02 -0.54 -0.66
H 3.19 -2.69 0.62 0.49
H 2.81 -1.58 -0.71 0.47
H 3.69 -4.14 -1.26 0.43
H 2.44 -3.43 -2.26 0.30
H 1.97 -5.25 0.16 0.32
H 1.50 -5.58 -1.51 0.43
H -0.38 -4.51 0.10 0.52
H -0.12 -3.68 -1.46 0.44
B -2.38 3.20 1.20 0.20
C -2.13 1.69 1.12 0.26
N -1.88 0.56 1.00 -0.61
H -3.57 3.36 1.32 -0.06
H -1.96 3.57 0.12 -0.08
H -1.74 3.60 2.14 -0.13
O 0.79 0.14 1.56 -0.97
As 0.80 0.29 3.32 1.19
C 0.76 2.16 3.58 0.94
C -0.26 2.73 4.34 -0.25
C -0.29 4.10 4.51 -0.73
C 0.67 4.90 3.91 -0.55
C 1.68 4.33 3.14 -0.79
C 1.73 2.96 2.97 -0.49
C 2.44 -0.59 3.71 0.88
C 2.49 -1.59 4.67 -0.12
C 3.71 -2.20 4.94 -0.81
C 4.84 -1.84 4.23 -0.56
C 4.78 -0.86 3.25 -0.82
C 3.58 -0.23 2.98 -0.61
C -0.65 -0.54 4.23 0.66
C -1.72 -1.16 3.59 -0.26
C -2.75 -1.69 4.35 -1.06
C -2.72 -1.60 5.73 -0.63
C -1.65 -0.97 6.37 -0.78
C -0.62 -0.43 5.62 -0.32
H -1.03 2.11 4.79 0.37
H -1.08 4.55 5.10 0.43
H 0.64 5.97 4.04 0.42
H 2.42 4.95 2.67 0.44
H 2.51 2.52 2.36 0.24
H 1.61 -1.89 5.21 0.44
H 3.76 -2.97 5.70 0.45
H 5.79 -2.33 4.45 0.44
H 5.67 -0.57 2.71 0.45
H 3.54 0.54 2.22 0.30
H -1.77 -1.24 2.52 0.33
H -3.59 -2.16 3.86 0.46
H -3.53 -2.01 6.32 0.43
H -1.63 -0.89 7.45 0.46
H 0.20 0.07 6.13 0.60
```

2.
A molecular structure, C30H45BrN2P2ReS in a non-equilibrium geometry. Source: the OMol25 dataset; level of theory: ωB97M-V with the def2-TZVPD basis set.

The expectation value of S² is 3.824. The calculation puts the HOMO-LUMO gap (alpha / beta) at 6.444 / 5.267 eV. For the energy relative to the best compared isomer or geometry (same formula, charge and spin), the calculation gives 0.000 eV. Its HOMO energy (alpha / beta) is -0.6858 / -0.6879 hartree. The LUMO energy (alpha / beta) is -12.2 / -13.5 eV. The total energy comes out at -136363.1039 eV. As for the multiplicity: 4. Its strongest force on any atom is 4.561 eV Å⁻¹. Its net charge is +4.

Structure (XYZ):
```
82
Properties=species:S:1:pos:R:3:mulliken_charge:R:1
N 10.47 1.88 -2.64 -0.38
C 10.22 0.72 -2.04 -0.34
C 8.94 0.35 -1.59 -0.51
C 7.86 1.25 -1.76 0.84
C 8.15 2.48 -2.40 -0.39
C 9.47 2.75 -2.81 -0.39
C 6.50 0.90 -1.34 -0.01
Re 0.67 -0.03 0.16 0.51
P -4.53 -0.37 -3.89 0.43
C 5.41 1.64 -1.64 -0.72
C 4.05 1.16 -1.52 0.95
C 3.10 1.58 -2.50 -0.22
C 1.87 0.92 -2.63 -0.89
C 1.56 0.10 -1.57 0.75
C 2.50 -0.49 -0.59 -1.03
C 3.78 0.19 -0.56 -0.60
Br -1.17 -0.55 -1.38 -0.36
H 6.40 -0.06 -0.81 0.35
H 5.53 2.61 -2.14 0.37
H 8.81 -0.62 -1.13 0.41
H 7.39 3.23 -2.60 0.34
H 11.06 0.04 -1.92 0.40
H 9.72 3.70 -3.30 0.39
H 3.42 2.34 -3.21 0.43
H 4.51 -0.05 0.20 0.56
H 1.15 1.12 -3.42 0.58
H 2.47 -1.55 -0.29 0.70
P -0.01 2.09 0.32 0.89
C -3.25 -1.69 -3.91 -0.05
C -3.30 -2.54 -5.18 -1.35
H -3.43 -2.32 -3.02 0.47
H -2.28 -1.20 -3.80 0.04
H -2.65 -3.41 -5.06 0.39
H -4.31 -2.90 -5.39 0.39
H -2.95 -1.98 -6.05 0.35
C -3.61 1.10 -4.49 0.17
C -4.55 2.20 -5.00 -1.25
H -2.97 0.74 -5.30 0.43
H -2.98 1.45 -3.66 -0.26
H -3.97 2.97 -5.51 0.39
H -5.28 1.81 -5.71 0.38
H -5.10 2.68 -4.18 0.35
C -4.81 0.00 -2.11 0.08
C -5.84 -0.94 -1.49 -1.32
H -5.17 1.04 -2.07 0.40
H -3.83 -0.07 -1.61 -0.12
H -6.00 -0.67 -0.44 0.38
H -6.80 -0.88 -2.01 0.39
H -5.51 -1.98 -1.52 0.35
C -1.33 2.29 1.60 0.02
C -1.19 3.51 2.50 -1.38
H -1.36 1.37 2.20 -0.33
H -2.27 2.31 1.04 0.51
H -0.36 3.41 3.21 0.33
H -1.06 4.44 1.94 0.32
H -2.11 3.62 3.10 0.46
C -0.86 2.84 -1.14 0.37
C -0.02 3.77 -2.01 -1.34
H -1.74 3.36 -0.74 0.59
H -1.24 2.00 -1.73 -0.61
H 0.34 4.64 -1.46 0.36
H 0.83 3.25 -2.46 0.22
H -0.65 4.14 -2.83 0.45
C 1.32 3.28 0.71 -0.76
C 2.10 3.01 2.01 -1.37
H 0.86 4.28 0.71 0.61
H 2.01 3.24 -0.15 0.44
H 3.16 2.86 1.78 0.28
H 2.03 3.87 2.69 0.36
H 1.75 2.12 2.54 0.29
S 0.85 -0.51 2.44 -0.36
C -0.56 -1.43 2.95 0.38
N -1.33 -0.83 3.92 -0.04
C -2.42 -1.45 4.46 -0.28
C -2.74 -2.73 4.06 -0.56
C -1.97 -3.36 3.07 -0.40
C -0.88 -2.70 2.51 -0.36
H -1.06 0.09 4.24 0.31
H -2.96 -0.90 5.23 0.46
H -3.58 -3.24 4.52 0.45
H -2.23 -4.37 2.75 0.47
H -0.27 -3.13 1.73 0.47
```

3.
C6H8 in the gas phase. Source: the OMol25 dataset; level of theory: ωB97M-V with the def2-TZVPD basis set.

The calculation puts the HOMO-LUMO gap at 10.564 eV. For the energy relative to the best compared isomer or geometry (same formula, charge and spin), the calculation gives 1.673 eV. Its HOMO energy is -0.3412 hartree. The LUMO energy is 1.3 eV. The total energy comes out at -6349.1112 eV. Its strongest force on any atom is 0.384 eV Å⁻¹. As for the SMILES: C=C[C@H]1C=CC1.

Structure (XYZ):
```
14
Properties=species:S:1:pos:R:3:mulliken_charge:R:1
C 1.80 -0.46 0.15 -0.71
C 1.10 0.59 0.58 -0.30
C -0.29 0.93 0.08 0.14
C -0.53 0.28 -1.26 -0.69
C -1.15 -0.78 -0.74 -0.37
C -1.29 -0.16 0.64 -0.60
H 1.47 -1.07 -0.70 0.24
H 2.71 -0.77 0.65 0.27
H 1.50 1.20 1.39 0.32
H -0.56 1.98 0.25 0.41
H -0.12 0.52 -2.24 0.37
H -1.40 -1.77 -1.12 0.36
H -2.30 0.22 0.81 0.27
H -0.95 -0.71 1.52 0.30
```

4.
A molecular structure, C13H14HgN2O4 in a non-equilibrium geometry. Source: the OMol25 dataset; level of theory: ωB97M-V with the def2-TZVPD basis set.

The calculation puts the HOMO-LUMO gap at 4.666 eV. Its HOMO energy is -0.5345 hartree. The LUMO energy is -9.9 eV. The total energy comes out at -29033.4875 eV. Its strongest force on any atom is 5.475 eV Å⁻¹. Its net charge is +2.

Structure (XYZ):
```
34
Properties=species:S:1:pos:R:3:mulliken_charge:R:1
O 0.45 -6.67 -2.74 -0.13
C 0.00 -5.79 -3.32 0.14
Hg -1.99 -1.43 -3.23 1.11
C -3.67 -2.44 -4.04 0.37
C -0.06 -2.13 -5.56 0.11
O -4.60 -3.09 -4.27 -0.02
O 0.61 -1.97 -6.47 -0.09
C -1.68 0.99 3.83 -1.11
C -0.23 1.24 3.51 -0.54
N 0.13 1.12 2.07 0.19
C 0.24 2.41 1.31 -0.61
C 1.49 3.17 1.71 -0.99
C 0.04 -0.13 1.52 0.32
O -0.41 -1.09 2.17 -0.60
C 0.52 -0.33 0.09 -0.39
C 1.75 0.12 -0.40 0.18
C 2.04 -0.17 -1.74 -0.84
C 1.07 -0.76 -2.56 0.06
N -0.17 -1.00 -2.09 -0.54
C -0.34 -1.02 -0.73 0.24
H -2.32 1.66 3.26 0.28
H -1.84 1.16 4.89 0.38
H -1.96 -0.05 3.62 0.33
H 0.06 2.26 3.80 0.31
H 0.40 0.51 4.04 0.35
H 0.23 2.17 0.24 0.40
H -0.66 2.99 1.54 0.32
H 2.38 2.53 1.60 0.24
H 1.60 4.03 1.05 0.38
H 1.41 3.49 2.74 0.36
H 2.43 0.69 0.24 0.48
H 2.99 0.11 -2.16 0.44
H 1.31 -1.06 -3.58 0.32
H -1.24 -1.52 -0.36 0.56
```

5.
C2H2BrClO in the gas phase in a non-equilibrium geometry. Source: the OMol25 dataset; level of theory: ωB97M-V with the def2-TZVPD basis set.

The expectation value of S² is 2.007. The calculation puts the HOMO-LUMO gap (alpha / beta) at 7.231 / 6.875 eV. For the energy relative to the best compared isomer or geometry (same formula, charge and spin), the calculation gives 0.416 eV. Its HOMO energy (alpha / beta) is -0.2398 / -0.3905 hartree. The LUMO energy (alpha / beta) is 0.7 / -3.8 eV. The total energy comes out at -86713.7380 eV. As for the multiplicity: 3. Its strongest force on any atom is 10.017 eV Å⁻¹.

Structure (XYZ):
```
7
Properties=species:S:1:pos:R:3:mulliken_charge:R:1
C 1.55 1.03 -0.19 0.31
C 0.12 0.86 -0.88 -0.42
O 2.53 0.40 -0.44 -0.21
Cl 1.69 2.34 0.96 -0.15
Br 0.30 -0.39 -2.24 -0.10
H -0.66 0.53 -0.20 0.31
H -0.16 1.98 -1.31 0.27
```

6.
2 unconnected molecules or ions with the total composition C3H8NO in a non-equilibrium geometry. Source: the OMol25 dataset; level of theory: ωB97M-V with the def2-TZVPD basis set.

The calculation puts the HOMO-LUMO gap at 7.534 eV. For the energy relative to the best compared isomer or geometry (same formula, charge and spin), the calculation gives 2.802 eV. Its HOMO energy is -0.5244 hartree. The LUMO energy is -6.7 eV. The total energy comes out at -6768.3674 eV. Its strongest force on any atom is 3.489 eV Å⁻¹. Its net charge is +1.

Structure (XYZ):
```
13
Properties=species:S:1:pos:R:3:mulliken_charge:R:1
C 1.55 0.89 1.42 0.03
N 0.30 1.06 1.83 -0.25
H 2.17 0.60 2.27 0.29
H 1.83 1.24 0.43 0.31
H -0.36 0.34 1.53 0.28
H 0.21 1.16 2.84 0.33
O 0.05 0.17 -0.59 -0.52
C -0.83 -0.65 -0.73 0.26
C -1.03 -1.38 -2.04 -0.92
H -1.76 -0.53 -0.13 0.30
H -1.04 -2.43 -1.75 0.33
H -2.04 -1.17 -2.40 0.30
H -0.23 -0.99 -2.66 0.26
```

7.
2 unconnected molecules or ions with the total composition C24H46FIN3O6S in a non-equilibrium geometry. Source: the OMol25 dataset; level of theory: ωB97M-V with the def2-TZVPD basis set.

The calculation puts the HOMO-LUMO gap at 5.074 eV. Its HOMO energy is -0.1155 hartree. The LUMO energy is 1.9 eV. The total energy comes out at -64039.2609 eV. Its strongest force on any atom is 2.145 eV Å⁻¹. Its net charge is -1.

Structure (XYZ):
```
82
Properties=species:S:1:pos:R:3:mulliken_charge:R:1
C 0.86 -4.06 -0.76 -0.68
O 0.76 -3.19 0.37 -0.45
C -0.21 -2.19 0.06 -1.61
C -0.39 -1.23 1.25 0.66
C -0.32 -2.17 2.48 -1.90
C 0.71 -0.05 1.35 3.69
C 1.97 -0.29 0.52 -2.66
C 2.04 -0.07 -0.99 -0.43
F 2.38 -1.27 -1.61 -0.37
N 1.04 -0.04 2.78 -0.70
C 2.13 -0.28 3.37 1.09
C 2.37 0.46 4.68 -1.97
C 3.20 -1.31 3.12 -1.47
C 0.11 1.40 1.04 -0.38
C 0.13 2.32 2.27 -1.53
C 1.46 2.96 2.54 0.54
C 1.42 4.25 3.36 -1.70
N 2.56 2.52 2.11 -0.38
C -1.19 1.46 0.25 1.75
C -1.68 2.90 -0.05 -2.85
C -0.58 3.83 -0.62 -0.42
C -0.20 5.02 0.27 -0.78
I -1.36 4.73 -2.48 0.04
C -1.19 0.77 -1.13 -0.15
C -2.53 0.42 -1.82 -1.47
O -2.40 -0.91 -2.26 -0.51
C -2.81 1.32 -3.04 -0.68
N -3.81 0.65 -3.90 -0.61
O -2.26 0.92 1.08 -0.65
S -2.15 -0.65 1.37 1.88
O -2.97 -1.40 0.49 -0.72
O -2.63 -0.78 2.72 -0.89
H 1.73 -4.69 -0.60 0.37
H -0.04 -4.66 -0.84 0.37
H 1.00 -3.50 -1.68 0.05
H 0.07 -1.75 -0.89 0.34
H -1.14 -2.73 -0.12 1.09
H -0.96 -3.01 2.26 0.49
H 0.70 -2.49 2.63 0.43
H -0.63 -1.69 3.40 0.47
H 2.81 0.26 0.93 0.81
H 2.25 -1.33 0.67 0.84
H 2.87 0.60 -1.24 0.41
H 1.16 0.31 -1.49 -0.04
H 3.18 1.17 4.56 0.27
H 1.45 0.96 4.97 0.31
H 2.58 -0.29 5.45 0.66
H 3.75 -1.15 2.20 0.29
H 2.82 -2.33 3.07 0.31
H 3.96 -1.30 3.90 0.48
H 0.86 1.86 0.40 0.47
H -0.49 3.20 2.11 0.70
H -0.31 1.87 3.15 0.46
H 0.45 4.73 3.27 0.38
H 1.71 4.08 4.39 0.35
H 2.13 4.93 2.89 0.41
H 3.31 3.13 2.42 0.33
H -2.51 2.88 -0.74 0.98
H -2.08 3.35 0.85 0.64
H 0.29 3.31 -0.97 0.62
H -0.82 5.09 1.15 0.25
H 0.81 4.86 0.62 0.17
H -0.19 5.98 -0.25 0.42
H -0.62 -0.15 -1.19 -1.12
H -0.69 1.46 -1.81 0.92
H -3.41 0.51 -1.18 0.76
H -1.80 -0.88 -3.03 0.29
H -3.27 2.26 -2.70 0.43
H -1.91 1.54 -3.61 0.26
H -4.32 1.37 -4.41 0.26
H -4.52 0.22 -3.30 0.26
C 0.74 -4.52 -3.97 -1.35
C -0.45 -3.72 -3.40 1.07
C -1.56 -3.71 -4.47 -1.72
O -0.06 -2.45 -3.13 -0.75
H 1.13 -4.05 -4.87 0.30
H 1.55 -4.59 -3.23 0.37
H 0.45 -5.55 -4.23 0.30
H -0.86 -4.33 -2.55 -0.27
H -1.22 -3.22 -5.39 0.32
H -2.44 -3.17 -4.11 0.38
H -1.88 -4.73 -4.74 0.47
```

8.
A gas-phase ion, C6H10FN2 (charge +1) in a non-equilibrium geometry. Source: the OMol25 dataset; level of theory: ωB97M-V with the def2-TZVPD basis set.

The calculation puts the HOMO-LUMO gap at 9.814 eV. For the energy relative to the best compared isomer or geometry (same formula, charge and spin), the calculation gives 1.997 eV. Its HOMO energy is -0.5562 hartree. The LUMO energy is -5.3 eV. The total energy comes out at -12073.5618 eV. Its strongest force on any atom is 4.317 eV Å⁻¹. Its net charge is +1. As for the SMILES: CC1=[NH+][C@H](C)[C@@H](F)C=N1.

Structure (XYZ):
```
19
Properties=species:S:1:pos:R:3:mulliken_charge:R:1
C -0.77 -0.16 2.65 -1.09
C -0.37 0.09 1.26 0.64
N 0.26 -0.83 0.52 -0.08
C 0.48 -0.63 -0.90 -0.13
C 1.81 -0.15 -1.46 -1.27
C -0.93 0.29 -1.39 -0.06
F -2.04 -0.47 -1.18 -0.25
C -0.82 1.49 -0.51 -0.04
N -0.58 1.29 0.73 -0.32
H -0.71 -1.21 3.01 0.36
H -1.72 0.25 2.65 0.33
H 0.07 0.36 3.30 0.31
H 0.75 -1.65 0.94 0.34
H 0.22 -1.60 -1.42 0.34
H 2.04 0.76 -0.95 0.35
H 1.59 -0.03 -2.45 0.38
H 2.58 -0.89 -1.43 0.40
H -0.92 0.57 -2.49 0.37
H -0.93 2.51 -0.87 0.43
```